1.
Formula: C2H6O2
Source: the Open Molecules 2025 dataset
Level of theory: the ωB97M-V functional and the def2-TZVPD basis

Geometry (Å):
O -0.07 1.54 0.06
C 0.63 0.36 -0.35
C -0.10 -0.88 0.14
O -1.47 -0.82 -0.21
H 0.07 1.66 1.01
H 0.61 0.37 -1.46
H 1.68 0.37 -0.01
H 0.02 -0.97 1.24
H 0.33 -1.77 -0.29
H -1.70 0.13 -0.13

**Total charge**: 0
**SMILES**: OCCO

=====

2.
Formula: C14H16O
Source: the Open Molecules 2025 dataset
Level of theory: the ωB97M-V functional and the def2-TZVPD basis

Geometry (Å):
C -1.07 -1.58 -2.35
C -0.61 -0.09 -2.45
C -0.44 0.62 -1.34
C 0.03 1.94 -1.42
C 0.43 2.41 -2.66
O 0.87 3.76 -2.75
C 0.22 1.72 -3.86
C -0.24 0.42 -3.73
H -0.52 -2.39 -1.99
H -1.21 -1.97 -3.45
H -2.06 -1.73 -1.85
H -0.60 0.13 -0.38
H 0.20 2.47 -0.45
H 0.49 4.23 -2.03
H 0.40 2.29 -4.83
H -0.51 -0.27 -4.63
C 1.21 1.21 2.99
C 0.63 -0.14 2.79
C -0.27 -0.74 3.77
C -0.65 -2.12 3.63
C -0.51 -2.73 2.36
C 0.32 -2.11 1.42
C 0.89 -0.86 1.61
H 0.50 1.95 2.57
H 2.18 1.32 2.62
H 1.44 1.57 4.02
H -0.68 -0.20 4.66
H -1.36 -2.49 4.36
H -0.92 -3.74 2.15
H 0.24 -2.43 0.39
H 1.61 -0.45 0.83

**Total charge**: 0
**SMILES**: Cc1ccc(O)cc1.Cc1ccccc1

=====

3.
Formula: C3H11N2
Source: the Open Molecules 2025 dataset
Level of theory: the ωB97M-V functional and the def2-TZVPD basis

Geometry (Å):
N -2.40 -0.33 2.24
C -1.36 -0.13 1.51
N -1.25 -0.52 0.24
H -3.25 -0.76 1.89
H -2.39 -0.05 3.22
H -0.51 0.37 1.97
H -0.56 -0.06 -0.33
H -2.07 -0.84 -0.26
C 1.42 0.00 -1.91
C 2.04 0.55 -0.70
H 0.56 0.56 -2.37
H 0.91 -0.97 -1.64
H 2.17 -0.07 -2.70
H 1.28 0.82 0.04
H 2.81 -0.04 -0.13
H 2.59 1.46 -1.08

**<S²>**: 0.75
**Spin multiplicity**: 2
**Total charge**: +2

=====

4.
Formula: C9H27AsF6PS4Si3Tl
Source: the Open Molecules 2025 dataset
Level of theory: the ωB97M-V functional and the def2-TZVPD basis

Geometry (Å):
Tl -0.36 0.38 0.08
S -1.50 0.67 -2.87
S -3.07 -0.48 -3.08
S -2.95 -2.09 -1.79
S -2.67 -1.49 0.10
F -0.04 -1.07 2.45
P 1.17 -0.52 3.41
F 1.16 -1.92 4.21
F 1.18 0.87 2.56
F 0.09 0.10 4.41
F 2.24 -1.14 2.35
F 2.39 0.03 4.31
C 2.10 -0.23 -4.10
Si 2.04 -1.93 -3.30
C 3.39 -2.91 -4.16
C 0.44 -2.76 -3.78
As 2.02 -1.61 -0.95
Si 4.18 -0.74 -0.64
C 3.97 1.09 -1.00
C 4.93 -0.91 1.06
C 5.47 -1.42 -1.83
Si 2.00 -3.85 -0.20
C 0.21 -4.36 -0.31
C 2.61 -4.12 1.54
C 3.01 -4.99 -1.31
H 1.86 -0.31 -5.16
H 3.10 0.21 -4.01
H 1.39 0.45 -3.63
H 3.16 -2.94 -5.23
H 3.47 -3.94 -3.80
H 4.38 -2.45 -4.04
H 0.25 -2.63 -4.85
H -0.41 -2.33 -3.24
H 0.47 -3.83 -3.56
H 3.24 1.51 -0.30
H 3.60 1.25 -2.01
H 4.91 1.64 -0.88
H 4.38 -0.33 1.81
H 5.97 -0.56 1.03
H 4.93 -1.95 1.41
H 5.36 -0.98 -2.82
H 5.41 -2.51 -1.93
H 6.48 -1.17 -1.45
H -0.40 -3.70 0.33
H 0.06 -5.39 0.03
H -0.18 -4.26 -1.33
H 1.95 -3.63 2.26
H 3.61 -3.71 1.69
H 2.64 -5.20 1.75
H 2.50 -5.17 -2.26
H 3.16 -5.96 -0.82
H 4.00 -4.57 -1.54

**<S²>**: 0.76
**Spin multiplicity**: 2
**Total charge**: -1

=====

Going through the records in order, we get DFT total energy values of -6265.714, -16823.302, -6248.158, -167884.592 eV.
Going through the records in order, we get relative energy (zero: lowest compared OMol25 entry of this formula, charge and spin) values of 12.48, 44.59, 52.89, 0.00 kcal/mol.